[1]
11 unconnected molecules or ions with the total composition C35H55Br12N3O2 at a distorted geometry. Source: the OMol25 dataset; level of theory: the ωB97M-V functional and the def2-TZVPD basis.

Frontier orbital gap in eV: 8.844
SMILES: c1ccncc1.c1ccncc1.c1ccncc1.C1CCOC1.C1CCOC1.BrCCBr.BrCCBr.BrCCBr.BrCCBr.BrCCBr.BrCCBr
Total charge: 0
ΔE to the lowest compared entry with this formula, charge and spin in eV: 1.445
HOMO level in eV: -9.029

Each line ends with the Löwdin charge.
Atoms and positions in Å:
C (-27.4204, -20.1398, -13.4685)  -0.07
C (-28.2847, -21.1876, -13.2827)  -0.09
C (-28.0647, -22.3388, -14.0282)  -0.12
N (-27.1366, -22.3630, -15.0808)  0.06
C (-26.3310, -21.2768, -15.2453)  -0.17
C (-26.3930, -20.1552, -14.4828)  -0.10
H (-27.5894, -19.2229, -12.9234)  0.04
H (-29.1105, -21.1841, -12.5867)  0.10
H (-28.7313, -23.1884, -14.0129)  0.10
H (-25.6613, -21.3424, -16.0900)  0.10
H (-25.6879, -19.3385, -14.5302)  0.02
C (-22.7643, -12.2246, -10.1704)  -0.16
C (-22.2745, -12.3770, -11.4555)  -0.11
C (-22.6564, -13.5228, -12.1535)  -0.11
N (-23.6089, -14.4199, -11.6902)  0.05
C (-24.1203, -14.2058, -10.4712)  -0.14
C (-23.6873, -13.1058, -9.6644)  -0.07
H (-22.5581, -11.3077, -9.6383)  0.11
H (-21.5426, -11.7027, -11.8752)  0.10
H (-22.3292, -13.7714, -13.1523)  0.04
H (-24.9372, -14.8599, -10.2044)  0.06
H (-24.0868, -12.9696, -8.6703)  0.10
C (-23.7876, -22.2275, -12.0593)  -0.08
C (-24.6645, -23.1942, -12.6316)  -0.07
C (-24.1649, -24.4336, -13.0451)  -0.12
N (-22.7970, -24.6307, -13.0322)  0.04
C (-21.9588, -23.7480, -12.4363)  -0.15
C (-22.4709, -22.5633, -11.9075)  -0.11
H (-24.2372, -21.3566, -11.6056)  0.10
H (-25.7293, -23.1136, -12.4698)  0.08
H (-24.8421, -25.1869, -13.4198)  0.10
H (-20.8965, -23.9394, -12.4694)  0.09
H (-21.8147, -21.8213, -11.4771)  0.08
C (-17.4384, -16.0889, -13.1662)  -0.17
C (-18.1906, -14.7879, -13.3897)  -0.22
C (-17.2885, -13.6161, -13.1548)  -0.17
O (-15.9819, -14.2601, -13.0619)  -0.13
C (-16.1123, -15.6250, -12.6503)  -0.21
H (-17.3214, -16.4703, -14.1806)  0.11
H (-17.9866, -16.7713, -12.5166)  0.04
H (-19.0056, -14.6108, -12.6880)  0.08
H (-18.6815, -14.6590, -14.3543)  0.05
H (-17.5658, -13.1082, -12.2311)  0.10
H (-17.2481, -12.9037, -13.9787)  0.12
H (-16.0478, -15.7979, -11.5760)  0.11
H (-15.2985, -16.2393, -13.0355)  0.12
C (-21.5013, -20.0518, -7.3178)  -0.14
C (-22.8513, -19.4515, -7.4791)  -0.19
C (-23.0727, -19.0546, -8.9104)  -0.18
O (-22.0793, -19.8646, -9.5616)  -0.19
C (-20.9094, -19.9271, -8.7937)  -0.20
H (-21.5158, -21.0718, -6.9338)  0.11
H (-20.8394, -19.5293, -6.6271)  0.09
H (-22.8426, -18.4977, -6.9517)  0.08
H (-23.6468, -20.1143, -7.1385)  0.12
H (-23.0958, -18.0170, -9.2435)  0.10
H (-24.0179, -19.4819, -9.2452)  0.11
H (-20.2108, -19.1140, -8.9910)  0.05
H (-20.2879, -20.7638, -9.1127)  0.11
Br (-21.9998, -18.3227, -18.7509)  0.52
C (-23.9759, -17.6930, -18.5550)  -0.57
C (-24.4039, -17.7643, -17.1055)  -0.67
Br (-26.3057, -17.2325, -16.8375)  0.73
H (-24.6203, -18.3194, -19.1719)  0.06
H (-23.9929, -16.7254, -19.0566)  0.05
H (-23.8077, -17.0991, -16.4809)  0.01
H (-24.1624, -18.7274, -16.6558)  0.02
Br (-28.7769, -16.4537, -12.6692)  0.62
C (-27.2370, -16.4904, -13.8606)  -0.76
C (-25.9050, -16.2335, -13.1828)  -0.65
Br (-25.5753, -17.3371, -11.6148)  0.66
H (-27.4409, -15.8137, -14.6905)  0.03
H (-27.2513, -17.4927, -14.2887)  -0.03
H (-25.8598, -15.2142, -12.7993)  0.04
H (-25.1230, -16.3576, -13.9320)  0.04
Br (-21.2013, -15.2904, -15.3877)  0.68
C (-21.2312, -14.3526, -17.0982)  -0.65
C (-21.8638, -12.9202, -17.0513)  -0.60
Br (-20.9393, -11.7806, -15.6899)  0.55
H (-21.8368, -14.9186, -17.8060)  0.04
H (-20.2213, -14.3910, -17.5064)  0.06
H (-22.8199, -13.0319, -16.5399)  0.03
H (-22.0558, -12.4498, -18.0156)  0.07
Br (-17.2804, -19.4372, -17.9424)  0.59
C (-18.4910, -19.3869, -16.3461)  -0.63
C (-18.6824, -20.8471, -15.9524)  -0.66
Br (-19.7228, -21.1454, -14.2730)  0.65
H (-19.4129, -18.9193, -16.6916)  0.03
H (-18.0574, -18.8045, -15.5332)  0.05
H (-17.6746, -21.2163, -15.7628)  0.04
H (-19.2262, -21.3608, -16.7452)  0.05
Br (-20.1373, -17.0086, -10.8532)  0.74
C (-21.7464, -17.2976, -12.0164)  -0.59
C (-21.4734, -18.6140, -12.7718)  -0.71
Br (-22.9380, -18.9300, -14.0002)  0.69
H (-21.8516, -16.4674, -12.7148)  0.01
H (-22.5897, -17.3002, -11.3259)  0.00
H (-21.3825, -19.4341, -12.0596)  0.03
H (-20.5829, -18.5732, -13.3990)  0.00
Br (-21.1065, -16.0630, -5.8439)  0.57
C (-21.0086, -15.0850, -7.6077)  -0.63
C (-19.8910, -14.0192, -7.5996)  -0.66
Br (-19.7139, -13.1576, -9.3334)  0.68
H (-22.0198, -14.6881, -7.6976)  0.03
H (-20.8789, -15.8187, -8.4033)  -0.02
H (-18.9653, -14.5731, -7.4430)  0.05
H (-20.0363, -13.2089, -6.8852)  0.05



[2]
A molecular structure, C35H55CaN4OP2 at a distorted geometry. Source: the OMol25 dataset; level of theory: the ωB97M-V functional and the def2-TZVPD basis.

Frontier orbital gap in eV: 5.111
Total charge: +1
ΔE to the lowest compared entry with this formula, charge and spin in eV: 0.303
HOMO level in eV: -8.292

Each line ends with the Löwdin charge.
Atoms and positions in Å:
C (2.1351, -1.2490, -1.5946)  -0.37
C (1.1929, 0.7230, -2.4990)  -0.41
C (3.0549, -1.3387, -2.6372)  -0.07
C (2.0022, 0.5665, -3.6559)  -0.07
C (2.9517, -0.4438, -3.6980)  -0.07
H (3.7632, -2.1506, -2.6261)  0.10
H (1.9165, 1.3271, -4.4336)  0.11
H (3.6139, -0.5447, -4.5582)  0.11
N (1.2451, -0.2518, -1.5110)  -0.01
P (0.5035, -2.6692, 0.2396)  1.06
P (0.0579, 2.5797, -0.6782)  1.03
C (2.1548, -2.3575, -0.5206)  -0.28
H (2.5456, -3.2896, -0.9586)  0.09
H (2.8803, -2.0737, 0.2612)  0.09
C (0.4750, 1.9201, -2.2825)  -0.36
H (0.1493, 2.5186, -3.1380)  0.04
C (-1.6408, 3.5912, -0.8200)  -0.65
C (1.6266, 3.6869, -0.8433)  -0.67
C (-0.4774, -3.8382, -0.9850)  -0.66
C (1.0086, -3.4481, 1.8862)  -0.71
C (-2.7577, 2.7818, -0.1359)  -0.12
H (-2.5198, 2.5633, 0.9145)  0.07
H (-3.6738, 3.3915, -0.1505)  0.09
H (-2.9876, 1.8428, -0.6490)  0.04
C (-1.4911, 4.8996, -0.0369)  -0.11
H (-1.1347, 4.7021, 0.9838)  0.08
H (-0.8340, 5.6320, -0.5208)  0.07
H (-2.4853, 5.3652, 0.0508)  0.09
C (-2.0217, 3.8309, -2.2757)  -0.09
H (-2.8896, 4.5113, -2.3019)  0.10
H (-1.2323, 4.3058, -2.8709)  0.08
H (-2.3208, 2.8892, -2.7544)  0.04
C (1.8048, 4.3528, 0.5113)  -0.11
H (1.8606, 3.5980, 1.3117)  0.06
H (2.7553, 4.9037, 0.4982)  0.09
H (0.9866, 5.0498, 0.7170)  0.06
C (2.8669, 2.8133, -1.1387)  -0.07
H (2.9555, 1.9658, -0.4456)  0.06
H (2.8654, 2.4253, -2.1668)  0.07
H (3.7563, 3.4499, -1.0323)  0.10
C (1.3879, 4.6352, -2.0171)  -0.09
H (1.1964, 4.0983, -2.9645)  0.07
H (0.5660, 5.3613, -1.8653)  0.07
H (2.3305, 5.1882, -2.1536)  0.10
C (-0.2786, -3.8795, 2.6123)  -0.09
H (-0.0098, -4.2753, 3.6023)  0.09
H (-0.9464, -3.0168, 2.7685)  0.06
H (-0.8458, -4.6560, 2.0817)  0.07
C (1.7163, -2.4173, 2.7872)  -0.09
H (2.6164, -1.9828, 2.3344)  0.07
H (1.0489, -1.5996, 3.0942)  0.06
H (2.0291, -2.9473, 3.7012)  0.10
C (1.9722, -4.6109, 1.6118)  -0.09
H (2.8431, -4.2919, 1.0204)  0.08
H (2.3513, -4.9898, 2.5706)  0.09
H (1.4981, -5.4529, 1.0977)  0.06
C (-0.1536, -3.4351, -2.4361)  -0.09
H (0.8818, -3.6765, -2.7193)  0.09
H (-0.8136, -3.9853, -3.1292)  0.10
H (-0.3242, -2.3621, -2.6169)  0.06
C (-1.9893, -3.6589, -0.7619)  -0.11
H (-2.3228, -2.6226, -0.9254)  0.05
H (-2.5258, -4.2947, -1.4871)  0.09
H (-2.3056, -3.9711, 0.2444)  0.07
C (-0.1336, -5.3149, -0.7820)  -0.10
H (0.9381, -5.5217, -0.8865)  0.08
H (-0.4940, -5.6924, 0.1837)  0.07
H (-0.6486, -5.9075, -1.5561)  0.10
Ca (-0.7002, -0.0464, 0.0978)  0.99
C (1.3847, 0.8665, 1.2321)  -0.13
O (2.4295, 0.9204, 1.7147)  0.09
N (-2.0468, 0.0386, -1.7809)  0.09
C (-2.2234, 0.3900, -2.8776)  -0.15
C (-2.3560, 0.4654, -4.3460)  -0.55
C (-1.5920, 1.5912, -5.0689)  -0.03
C (-1.7143, -0.8540, -4.7988)  -0.03
C (-3.8812, 0.5898, -4.4633)  -0.03
H (-1.8001, 2.5898, -4.6752)  0.07
H (-0.5087, 1.4187, -4.9911)  0.07
H (-1.8492, 1.6031, -6.1493)  0.11
H (-2.1042, -1.7004, -4.2164)  0.08
H (-1.8340, -1.0780, -5.8740)  0.11
H (-0.6264, -0.7907, -4.5873)  0.09
H (-4.2415, 0.7567, -5.4840)  0.10
H (-4.3292, -0.3435, -4.0647)  0.10
H (-4.2529, 1.4241, -3.8254)  0.10
N (-0.4598, 1.5070, 6.7319)  0.19
C (-1.0465, 1.0475, 5.8294)  -0.15
C (-1.7427, 0.5005, 4.6882)  -0.19
C (-3.0421, -0.0124, 4.7931)  0.02
C (-3.6586, -0.4997, 3.6464)  -0.02
C (-2.9535, -0.4758, 2.4353)  -0.12
N (-1.7065, 0.0358, 2.3402)  -0.05
C (-1.0992, 0.5155, 3.4491)  -0.08
H (-3.5523, -0.0177, 5.7574)  0.14
H (-4.6686, -0.8981, 3.6528)  0.12
H (-3.3955, -0.8725, 1.5087)  0.12
H (-0.0961, 0.9326, 3.3264)  0.11



[3]
8 unconnected molecules or ions with the total composition C35H56Br2NO21 at a distorted geometry. Source: the OMol25 dataset; level of theory: the ωB97M-V functional and the def2-TZVPD basis.

Frontier orbital gap in eV: 8.571
Total charge: +1
HOMO level in eV: -11.902

Each line ends with the Löwdin charge.
Atoms and positions in Å:
C (4.9555, 2.1154, -6.9382)  -0.09
C (4.1580, 1.2793, -5.9101)  -0.29
C (2.9827, 0.5010, -6.5659)  -0.63
Br (2.7724, -1.1566, -5.5444)  0.88
C (1.6660, 1.2723, -6.4065)  -0.38
C (1.4869, 2.5481, -7.2231)  -0.06
N (0.2034, 3.0403, -6.5801)  0.04
C (-0.6624, 1.7997, -6.5254)  -0.61
Br (-1.5730, 1.7183, -4.8036)  0.82
C (0.3060, 0.6041, -6.7388)  -0.17
H (4.3041, 2.6964, -7.6030)  0.05
H (5.6472, 2.7800, -6.4033)  0.08
H (5.5751, 1.4580, -7.5645)  0.09
H (4.8427, 0.5813, -5.4132)  0.09
H (3.7570, 1.9239, -5.1101)  0.11
H (3.2124, 0.2598, -7.6104)  0.11
H (1.5843, 1.4798, -5.3240)  0.14
H (1.1713, 2.2811, -8.2438)  0.15
H (2.2956, 3.2798, -7.2747)  0.14
H (0.4766, 3.2514, -5.6117)  0.15
H (-0.2379, 3.8590, -7.0063)  0.19
H (-1.4932, 1.8663, -7.2302)  0.11
H (0.0247, -0.3131, -6.2178)  0.10
H (0.2540, 0.4086, -7.8236)  0.13
C (-0.9428, -1.1300, -2.6584)  -0.04
C (-1.3010, -1.7823, -1.3490)  -0.31
C (-1.3929, -3.2898, -1.3689)  -0.07
O (-2.2963, -3.5359, -0.2819)  0.05
C (-3.0889, -2.4479, -0.1465)  -0.56
O (-4.0378, -2.4041, 0.5735)  0.15
O (-2.6343, -1.4300, -0.9160)  0.09
H (-1.5680, -1.5054, -3.4710)  0.09
H (-1.1022, -0.0547, -2.5918)  0.03
H (0.1021, -1.3210, -2.9032)  0.09
H (-0.6171, -1.4484, -0.5722)  0.14
H (-0.4463, -3.7856, -1.1859)  0.14
H (-1.8326, -3.6765, -2.2905)  0.14
C (-3.1289, -0.9728, 3.0927)  0.00
C (-2.1584, -1.4752, 4.1312)  -0.30
C (-2.0169, -0.6709, 5.4025)  -0.07
O (-0.6607, -0.9873, 5.8032)  0.08
C (0.0305, -1.2611, 4.6850)  -0.57
O (1.2214, -1.3608, 4.6048)  0.13
O (-0.8045, -1.4010, 3.6239)  0.07
H (-2.9515, 0.0844, 2.8811)  0.08
H (-2.9913, -1.5259, 2.1689)  0.05
H (-4.1620, -1.0984, 3.4145)  0.10
H (-2.3736, -2.5220, 4.3671)  0.16
H (-2.7205, -0.9705, 6.1754)  0.14
H (-2.0751, 0.4075, 5.2422)  0.10
C (4.7568, -4.1199, 0.0125)  -0.01
C (4.4961, -4.2608, -1.4639)  -0.32
C (5.1218, -3.2010, -2.3411)  -0.07
O (4.2247, -3.1826, -3.4678)  0.02
C (3.0149, -3.5809, -3.0296)  -0.59
O (2.0038, -3.5043, -3.6685)  0.08
O (3.0956, -4.0696, -1.7758)  0.08
H (4.5461, -3.1042, 0.3513)  0.09
H (4.1170, -4.7951, 0.5796)  0.09
H (5.7967, -4.3551, 0.2366)  0.10
H (4.7711, -5.2618, -1.8060)  0.16
H (6.1315, -3.4405, -2.6634)  0.14
H (5.1096, -2.2126, -1.8776)  0.14
C (-4.3866, 5.8323, 2.5364)  -0.01
C (-3.2034, 4.9147, 2.6731)  -0.32
C (-3.1832, 3.7147, 1.7537)  -0.08
O (-2.3935, 2.7746, 2.5049)  0.04
C (-2.5452, 3.0823, 3.8164)  -0.55
O (-2.1625, 2.3966, 4.7186)  0.14
O (-3.1760, 4.2601, 3.9624)  0.10
H (-5.3294, 5.2815, 2.5534)  0.09
H (-4.4017, 6.5307, 3.3685)  0.06
H (-4.3240, 6.3894, 1.6011)  0.10
H (-2.2760, 5.4887, 2.5846)  0.16
H (-2.7201, 3.9112, 0.7898)  0.14
H (-4.1765, 3.2877, 1.6021)  0.14
C (-1.5965, -6.5924, 0.9641)  -0.02
C (-1.7763, -7.7543, 0.0231)  -0.33
C (-3.1310, -8.4249, 0.0638)  -0.09
O (-2.8174, -9.7559, -0.3636)  0.06
C (-1.5245, -10.0014, -0.0285)  -0.56
O (-0.9991, -11.0672, -0.0819)  0.17
O (-0.9183, -8.8541, 0.3753)  0.08
H (-1.9048, -6.8559, 1.9770)  0.09
H (-0.5466, -6.3010, 1.0137)  0.09
H (-2.1810, -5.7357, 0.6316)  0.07
H (-1.5237, -7.4564, -0.9997)  0.16
H (-3.8622, -7.9744, -0.6029)  0.14
H (-3.5404, -8.4724, 1.0754)  0.14
C (1.6029, 1.1805, 2.7807)  0.00
C (1.9334, 1.5415, 1.3587)  -0.31
C (1.1083, 0.8098, 0.3351)  -0.10
O (1.9714, 0.8060, -0.8133)  0.04
C (3.2507, 0.8682, -0.3519)  -0.56
O (4.2140, 0.7030, -1.0377)  0.15
O (3.2649, 1.1295, 0.9714)  0.10
H (1.6000, 0.1030, 2.9258)  0.07
H (2.3428, 1.5924, 3.4667)  0.10
H (0.6204, 1.5766, 3.0444)  0.09
H (1.8732, 2.6239, 1.2079)  0.16
H (0.1673, 1.3043, 0.1009)  0.14
H (0.9182, -0.2226, 0.6336)  0.13
C (-0.6857, 5.9376, 8.4120)  -0.02
C (-1.0105, 5.9952, 6.9424)  -0.32
C (-0.2178, 7.0000, 6.1361)  -0.09
O (-1.1216, 7.2960, 5.0582)  0.06
C (-2.3793, 7.0876, 5.5194)  -0.55
O (-3.3745, 7.3993, 4.9370)  0.14
O (-2.3524, 6.4732, 6.7186)  0.10
H (-0.6915, 6.9358, 8.8523)  0.09
H (-1.4278, 5.3418, 8.9418)  0.09
H (0.2960, 5.4902, 8.5660)  0.09
H (-0.9402, 4.9978, 6.4984)  0.16
H (0.7196, 6.6084, 5.7494)  0.14
H (-0.0279, 7.9222, 6.6891)  0.14



no.,DFT total energy (hartree)
1,-32569.44305
2,-3021.06089
3,-8149.96736